[1]
One molecule with the formula C4H6O2S, computed with the ωB97M-V functional and the def2-TZVPD basis.

```
13
Properties=species:S:1:pos:R:3:forces:R:3:nbo_charge:R:1
C 0.72620 0.99749 0.14122 0.8 -0.1 -0.2 0.661
C -0.86605 0.96812 -1.28045 0.0 -0.8 -0.1 -0.001
C 0.44912 -0.40910 0.28292 0.1 -0.1 0.1 -0.227
C -0.80102 -0.99774 0.85396 0.0 -0.1 0.0 -0.659
O 1.82868 1.50359 0.15963 -0.9 0.3 0.0 -0.586
O -0.43499 1.68067 -0.23560 0.3 0.6 0.3 -0.487
S 1.86717 -1.39973 0.43285 -0.3 -0.2 0.0 0.093
H -0.20454 0.73529 -2.09586 0.2 0.2 -0.1 0.175
H -1.92675 0.81107 -1.37054 -0.2 0.1 0.0 0.173
H -1.62920 -0.29565 0.82678 0.0 0.0 0.0 0.232
H -0.62641 -1.29175 1.89269 0.0 0.0 0.0 0.221
H -1.07443 -1.89885 0.30382 -0.1 0.0 0.0 0.228
H 2.69222 -0.40341 0.08858 0.2 0.0 0.0 0.177
```
Forces are in eV/Å.

As for the net charge: 0. As for the HOMO energy (spin up / spin down): -8.080 / -8.245 eV. The energy above the lowest of the compared OMol25 structures with the same formula, charge and spin is 67.1 kcal/mol. For the molar mass, the calculation gives 118.16 g/mol.

---

[2]
One molecule with the formula C4H6O2S2 at a distorted geometry, computed with the ωB97M-V functional and the def2-TZVPD basis.

```
14
Properties=species:S:1:pos:R:3:forces:R:3:nbo_charge:R:1
C -0.99891 -2.04106 0.21615 0.7 0.1 -0.4 -0.444
C -0.28867 -1.23073 0.95677 3.6 0.7 -1.4 -0.252
S 1.81107 -1.09197 0.32883 -2.5 0.1 -0.1 0.940
O 1.88201 -1.75416 -0.99617 -0.1 -0.3 0.3 -0.938
S 1.81377 1.08576 -0.31218 -1.4 -0.6 0.6 1.079
O 1.84765 1.85611 0.95413 0.1 0.1 -0.3 -0.945
C 0.04966 1.11854 -0.84616 -0.5 0.2 -0.2 -0.437
C -0.72463 2.02853 -0.27174 1.4 -0.8 0.3 -0.379
H -2.03053 -2.09014 0.48487 -0.8 -0.4 -0.2 0.222
H -0.58570 -2.56977 -0.68464 -0.3 0.4 1.1 0.249
H -0.42962 -0.43447 1.67146 -0.4 -0.5 0.3 0.226
H -0.38620 0.43800 -1.56440 0.8 -0.2 -0.5 0.236
H -1.74383 2.24147 -0.50364 -0.4 -0.1 -0.1 0.217
H -0.21606 2.44389 0.56673 -0.2 1.3 0.6 0.226
```
Forces are in eV/Å.

As for the net charge: 0. As for the HOMO energy: -9.008 eV. The energy above the lowest of the compared OMol25 structures with the same formula, charge and spin is 121.2 kcal/mol. For the molar mass, the calculation gives 150.22 g/mol. Its structure (SMILES) is C=CS(=O)#S(=O)C=C.

---

[3]
C4H6O2Sm as an isolated structure at a distorted geometry, computed with the ωB97M-V functional and the def2-TZVPD basis.

```
13
Properties=species:S:1:pos:R:3:forces:R:3:lowdin_spin:R:1
O 1.12434 -0.35834 2.89067 -0.4 -0.4 1.2 0.116
C 1.50716 -0.22090 1.63528 0.5 -0.3 -1.3 0.348
C 0.83764 0.49370 0.66932 -0.9 1.1 -1.3 0.220
C 1.37832 0.92253 -0.59297 0.2 -1.3 1.0 0.196
C 0.58106 1.24536 -1.85267 -0.3 1.0 -0.1 0.023
O -0.67140 0.62636 -1.88531 0.5 1.3 -1.1 -0.023
Sm -1.01979 -0.92989 -0.68652 -0.7 -1.6 1.3 6.041
H 0.22149 -0.69442 2.97883 0.0 0.6 0.1 0.013
H 2.35859 -0.86104 1.38291 0.2 0.3 -0.1 0.015
H 2.39207 0.54871 -0.79616 0.3 1.0 0.1 0.012
H 0.86578 1.87878 0.34443 0.5 -1.5 0.0 0.020
H 1.19524 0.97267 -2.73108 -0.2 0.1 0.4 0.005
H 0.44077 2.34275 -1.88740 0.1 -0.3 -0.2 0.012
```
Forces are in eV/Å.

As for the net charge: +1. As for the HOMO energy (spin up / spin down): -11.443 / -13.078 eV. The energy above the lowest of the compared OMol25 structures with the same formula, charge and spin is 45.1 kcal/mol. For the molar mass, the calculation gives 236.45 g/mol. The multiplicity is 8.

---

[4]
C4H6O2Sr as an isolated structure at a distorted geometry, computed with the ωB97M-V functional and the def2-TZVPD basis.

```
13
Properties=species:S:1:pos:R:3:forces:R:3:nbo_charge:R:1
C 0.38916 -0.15301 -1.23588 0.0 -0.7 0.2 0.360
O 0.20220 0.60423 -2.33157 0.1 0.1 -0.2 -0.653
H 0.52762 -1.20552 -1.48485 -0.1 0.3 0.0 0.210
H -0.19670 1.45753 -2.12380 -0.1 0.0 0.0 0.491
C -1.67728 -1.17387 1.36606 -1.5 0.3 1.4 -0.201
C -0.35465 -0.75997 1.17828 -1.2 -1.4 -0.7 -0.455
C -0.02199 0.22893 0.11053 0.1 1.0 1.0 0.003
O 1.38780 0.29780 -0.26706 0.6 0.5 -0.2 -0.694
Sr 3.23814 1.97636 -0.17369 0.0 -0.2 0.0 0.999
H -2.41764 -0.36537 1.26022 0.1 0.2 -0.6 0.130
H 0.20275 -1.71878 1.08856 0.9 1.1 1.0 0.255
H -0.80841 -0.40887 2.38464 1.3 -1.0 -1.8 0.345
H -0.47100 1.22054 0.22857 0.0 -0.2 -0.1 0.210
```
Forces are in eV/Å.

As for the net charge: +1. As for the HOMO energy (spin up / spin down): -9.608 / -11.664 eV. The energy above the lowest of the compared OMol25 structures with the same formula, charge and spin is 73.5 kcal/mol. For the molar mass, the calculation gives 173.71 g/mol. The multiplicity is 2.

---

[5]
One molecule with the formula C4H6O3S at a distorted geometry, computed with the ωB97M-V functional and the def2-TZVPD basis.

```
14
Properties=species:S:1:pos:R:3:forces:R:3:nbo_charge:R:1
C 1.72237 0.35218 0.73521 0.0 -0.1 -0.3 -0.672
C 0.60482 0.81873 -0.14198 -2.7 -1.2 1.6 0.020
O 0.48707 0.16511 -1.36534 0.6 0.2 -0.3 -0.495
C -0.53855 -0.69518 -1.54990 0.0 -0.2 -0.4 0.199
C -1.49401 -0.92797 -0.66710 0.5 0.9 1.0 -0.608
S -1.25805 0.07953 0.79938 1.9 0.7 -1.6 2.011
O -0.97449 -0.72437 1.95517 0.2 -0.2 0.1 -0.919
O -2.26323 1.09951 0.90661 -0.1 0.1 -0.1 -0.915
H 1.71196 0.91338 1.66362 0.0 0.1 0.1 0.237
H 2.68847 0.49580 0.24970 0.0 0.1 -0.1 0.227
H 1.60412 -0.70447 0.96200 0.0 -0.1 0.1 0.238
H 0.48554 1.89091 -0.25730 -0.1 0.0 0.0 0.205
H -0.46762 -1.15286 -2.52730 -0.1 -0.1 0.0 0.210
H -2.30840 -1.61031 -0.76277 -0.3 -0.2 -0.1 0.262
```
Forces are in eV/Å.

As for the net charge: 0. As for the HOMO energy: -9.741 eV. The energy above the lowest of the compared OMol25 structures with the same formula, charge and spin is 55.3 kcal/mol. For the molar mass, the calculation gives 134.16 g/mol. Its structure (SMILES) is C[C@H]1OC=CS1(=O)=O.

---

[6]
One molecule with the formula C4H6O4 at a distorted geometry, computed with the ωB97M-V functional and the def2-TZVPD basis.

```
14
Properties=species:S:1:pos:R:3:forces:R:3:nbo_charge:R:1
C 1.91948 -0.42352 0.11159 -4.0 0.2 1.5 -0.644
C 1.07003 0.59259 -0.61965 -0.2 -0.7 -0.8 0.045
O 0.42578 1.61134 0.18893 0.1 1.1 0.9 -0.480
C -0.38277 0.64361 -0.30833 2.0 0.0 -1.3 0.401
O -1.56496 0.71666 -0.99832 -0.1 0.4 -0.2 -0.498
C -1.44422 -0.16569 0.19382 0.0 0.2 -1.8 0.679
O -2.31004 0.16637 1.14828 -0.4 0.7 1.9 -0.679
O -1.29991 -1.46513 -0.14795 -1.3 -1.8 -0.2 -0.701
H 1.14267 -1.13811 0.60897 2.0 0.7 -0.8 0.225
H 2.32530 0.20807 0.84850 1.1 0.2 1.4 0.224
H 2.65605 -0.83017 -0.49751 1.1 -1.1 -0.9 0.220
H 1.61351 0.98231 -1.50492 -1.2 0.0 0.2 0.195
H -2.09387 1.03477 1.59932 -0.1 -1.5 -1.0 0.508
H -2.05705 -1.93310 -0.62274 1.0 1.5 1.1 0.504
```
Forces are in eV/Å.

As for the net charge: 0. As for the HOMO energy: -9.751 eV. The energy above the lowest of the compared OMol25 structures with the same formula, charge and spin is 96.3 kcal/mol. For the molar mass, the calculation gives 118.09 g/mol. Its structure (SMILES) is C[C@@H]1O[C@@]12OC2(O)O.

---

[7]
One molecule with the formula C4H6O4 at a distorted geometry, computed with the ωB97M-V functional and the def2-TZVPD basis.

```
14
Properties=species:S:1:pos:R:3:forces:R:3:nbo_charge:R:1
O -1.83982 -1.22608 0.05376 -0.4 4.5 -0.5 -0.647
C -2.20608 -0.00157 0.00878 0.9 -5.5 0.3 0.667
O -1.53117 1.06745 -0.23397 1.1 -0.4 0.3 -0.451
C -0.13885 0.91916 -0.56850 2.3 5.1 2.4 -0.116
C 0.98768 0.55518 0.46035 0.7 -3.1 1.7 -0.578
C 1.62029 -0.88660 0.07740 -0.2 1.3 2.7 0.789
O 2.79998 -1.04054 0.28813 -0.6 -0.2 -0.9 -0.582
O 0.78822 -1.90490 -0.12027 2.5 -0.8 -0.5 -0.686
H -3.21695 0.20875 0.18342 -1.6 0.5 0.3 0.137
H 0.13214 2.04747 -0.65456 -0.6 -1.9 -0.9 0.221
H 0.00557 0.38400 -1.44854 -0.1 -0.8 -1.6 0.205
H 1.95288 1.12835 0.56500 -1.4 0.3 -1.1 0.268
H 0.77328 0.47120 1.62238 -0.5 -0.1 -2.4 0.261
H -0.12716 -1.72186 -0.23338 -1.9 0.9 0.1 0.515
```
Forces are in eV/Å.

As for the net charge: 0. As for the HOMO energy: -10.092 eV. The energy above the lowest of the compared OMol25 structures with the same formula, charge and spin is 48.9 kcal/mol. For the molar mass, the calculation gives 118.09 g/mol. Its structure (SMILES) is O=COCCC(=O)O.

---

[8]
C4H6O5Sc as an isolated structure at a distorted geometry, computed with the ωB97M-V functional and the def2-TZVPD basis.

```
16
Properties=species:S:1:pos:R:3:forces:R:3:nbo_charge:R:1
O 2.32217 -1.75320 2.34257 -0.7 -0.6 -0.5 -0.545
C 1.83349 -1.28562 1.23148 7.3 0.9 -0.7 0.916
O 0.51756 -0.90196 1.30799 -5.3 4.1 -0.5 -0.889
O 2.52230 -0.88594 0.32315 -2.3 -1.2 1.0 -0.430
H 1.67898 -2.02449 3.01109 0.0 -0.1 0.4 0.528
C 0.90828 1.06420 -1.67506 -1.6 0.5 0.4 -0.218
C -0.22106 1.51718 -1.08508 1.6 0.6 -2.5 -0.028
O -1.24357 0.54410 -0.88557 0.2 -2.3 1.5 -0.620
C -2.50486 0.91289 -0.73818 -0.3 2.2 -0.9 0.654
O -3.01853 -0.17401 -0.16822 0.1 -2.1 0.7 -0.829
Sc -1.34311 -1.38251 0.32792 1.1 1.1 -0.4 2.384
H 1.63424 1.82056 -1.97251 0.2 -0.4 0.1 0.311
H 0.96062 0.02043 -1.99203 0.6 0.2 0.2 0.234
H -0.64443 2.50570 -1.25733 0.1 0.1 0.9 0.302
H 0.58342 0.19543 1.33077 0.0 -3.1 0.0 0.612
H -3.98549 -0.17275 -0.10098 -1.0 0.2 0.1 0.618
```
Forces are in eV/Å.

As for the net charge: +3. As for the HOMO energy (spin up / spin down): -22.590 / -22.571 eV. For the molar mass, the calculation gives 179.04 g/mol.

---

[9]
C4H6O7Pr as an isolated structure at a distorted geometry, computed with the ωB97M-V functional and the def2-TZVPD basis.

```
18
Properties=species:S:1:pos:R:3:forces:R:3:nbo_charge:R:1
O -1.48701 0.15061 -4.18276 -1.2 0.0 -1.8 -0.866
C -1.53659 0.03640 -2.92719 0.2 0.6 0.8 0.990
O -2.61215 0.24151 -2.29901 -1.5 0.0 -0.5 -0.850
O -0.40596 -0.22862 -2.29208 -0.5 0.1 -1.2 -0.485
O 0.80966 -1.23519 0.90819 2.0 -0.3 1.8 -0.760
C 0.94364 -0.73684 -0.39270 0.9 0.1 0.2 -0.068
C -0.43424 -0.30905 -0.86451 -0.3 -0.1 1.1 -0.084
Pr -4.13120 0.61184 -4.68848 3.1 -0.6 2.1 1.847
H 1.33663 -1.50636 -1.08035 -0.1 0.1 0.0 0.145
H 1.62803 0.12805 -0.42154 -0.2 -0.2 -0.1 0.180
H -0.70253 0.66802 -0.44259 0.0 -0.3 -0.1 0.198
H -1.18494 -1.04677 -0.55101 0.2 0.2 -0.1 0.192
C 1.51901 0.72908 3.24835 3.1 -0.3 1.8 0.934
O 1.91917 1.81547 2.78911 -0.7 -0.3 -0.5 -0.789
O 0.27104 0.69776 3.84199 -1.2 -0.2 0.4 -0.772
H 0.16805 1.51282 4.34550 0.0 0.2 -0.5 0.468
O 2.21625 -0.31470 3.48709 -1.2 0.5 -1.6 -0.819
H 1.68313 -1.21402 1.52198 -2.7 0.5 -1.8 0.542
```
Forces are in eV/Å.

As for the net charge: 0. As for the HOMO energy (spin up / spin down): -5.562 / -5.562 eV. For the molar mass, the calculation gives 306.99 g/mol. The multiplicity is 4.